Here is 3 unconnected molecules or ions with the total composition C8H18O7P from the Open Molecules 2025 dataset. Energies are from the ωB97M-V functional and the def2-TZVPD basis.

Atoms and positions in Å:
1 O 7.699 -0.322 1.730
2 C 6.372 0.274 1.705
3 C 5.320 -0.582 1.033
4 P 3.597 -0.492 1.926
5 H 7.550 -1.245 1.497
6 H 6.487 1.239 1.198
7 H 6.070 0.481 2.742
8 H 5.589 -1.650 1.092
9 H 5.172 -0.320 -0.023
10 H 2.932 0.006 0.671
11 H 3.913 0.926 2.324
12 H 4.312 -0.982 3.155
13 H 3.302 -1.891 1.505
14 H 2.338 -0.418 2.650
15 C -0.807 0.115 0.003
16 C -2.248 -0.354 0.124
17 O -2.133 -1.485 0.989
18 C -0.967 -1.365 1.707
19 O -0.692 -2.070 2.621
20 O -0.236 -0.354 1.220
21 H -0.688 1.192 -0.051
22 H -0.282 -0.357 -0.829
23 H -2.884 0.396 0.598
24 H -2.686 -0.669 -0.819
25 C -6.588 1.347 -2.584
26 C -6.009 0.320 -3.544
27 O -4.626 0.683 -3.577
28 C -4.326 1.365 -2.446
29 O -3.229 1.644 -2.092
30 O -5.458 1.672 -1.770
31 H -7.378 0.966 -1.943
32 H -6.921 2.250 -3.098
33 H -6.094 -0.698 -3.160
34 H -6.406 0.376 -4.553

Computed properties:
HOMO-LUMO gap: 4.503 eV
ΔE to the lowest compared entry with this formula, charge and spin: 6.680 eV
total charge: -1
HOMO level: -2.81 eV
energy: -1183.5417 a.u.